# 1
Below is a 2-piece molecular cluster, C3H11N2O2P overall at a distorted geometry, with properties calculated with wB97M-V/def2-TZVPD.

```
! RIJCOSX wB97M-V def2-TZVPD def2/J DEFGRID3
* xyz 0 3
P -1.351 1.400 -0.509
O -0.060 0.921 0.463
O -2.268 2.022 0.677
N -3.091 -1.488 0.349
N -2.399 -1.202 -0.811
C 0.999 0.103 0.090
C 2.093 0.110 1.194
C 1.499 0.538 -1.344
H -2.823 -0.993 -1.697
H -3.988 -0.928 0.512
H 2.940 -0.434 0.881
H 2.311 1.125 1.528
H 1.816 -0.329 2.303
H 2.021 1.538 -1.275
H 0.627 -0.970 -0.036
H -2.493 -1.169 1.139
H -1.917 2.530 1.506
H 2.271 -0.031 -1.757
H 0.601 0.508 -1.942
*
```

---

# 2
Below is one molecule with the formula C3H11N2OP at a distorted geometry, with properties calculated with wB97M-V/def2-TZVPD.

```
! RIJCOSX wB97M-V def2-TZVPD def2/J DEFGRID3
* xyz 0 1
P 0.332 -0.494 0.274
O 0.610 -0.485 1.728
N 1.018 0.700 -0.605
N -1.678 -0.418 -0.236
C 1.748 1.739 0.035
C 0.745 -2.039 -0.630
C -2.386 0.517 0.615
H -1.943 -1.370 -0.209
H 2.098 1.491 1.098
H 2.597 1.636 -0.705
H 0.689 1.068 -1.528
H 1.784 -2.288 -0.152
H -2.549 0.273 1.658
H -2.022 1.472 0.441
H -3.468 0.503 0.168
H 1.354 2.768 0.020
H 0.148 -2.955 -0.246
H 0.922 -2.119 -1.728
*
```

As for the SMILES: CNP(C)(=O)NC.

---

# 3
Below is a 2-piece molecular cluster, C3H11N2OS overall at a distorted geometry, with properties calculated with wB97M-V/def2-TZVPD.

```
! RIJCOSX wB97M-V def2-TZVPD def2/J DEFGRID3
* xyz 0 2
S -0.154 -2.048 1.916
O -1.735 -4.133 0.018
N 0.663 1.128 -1.922
N 0.550 1.775 0.506
C 0.420 -0.601 0.990
C -0.325 0.735 1.108
C 0.390 2.112 -0.902
H 0.105 0.295 -1.770
H 1.610 0.762 -1.910
H 0.504 -0.849 -0.066
H 1.060 2.934 -1.092
H 1.495 1.482 0.659
H -1.072 -3.487 -0.222
H -2.599 -3.918 -0.340
H 1.425 -0.487 1.400
H -0.604 2.541 -1.012
H -1.242 0.654 0.525
H -0.490 1.105 2.115
*
```

---

# 4
Below is a 2-piece molecular cluster, C3H11N2P2 overall at a distorted geometry, with properties calculated with wB97M-V/def2-TZVPD.

```
! RIJCOSX wB97M-V def2-TZVPD def2/J DEFGRID3
* xyz 1 3
P -2.790 -1.817 0.864
P 1.073 0.617 -0.403
N -0.120 0.313 0.482
N -1.357 -2.132 0.235
C 2.602 -0.455 -0.130
C -2.774 0.010 1.206
C 1.189 1.926 -1.585
H -0.325 -0.642 0.961
H -3.279 0.276 2.180
H 0.313 2.564 -1.694
H -1.849 0.507 1.210
H 1.254 1.380 -2.577
H 2.090 2.475 -1.320
H 3.458 -0.002 0.268
H 2.792 -1.135 -0.925
H -1.308 -3.142 0.252
H 2.243 -1.222 0.566
H -3.211 0.479 0.410
*
```

---

The calculation returns the following ΔE to the lowest compared entry with this formula, charge and spin values, one per record and in order: 0.00; 132.92; 23.36; 297.34 kJ/mol.
The calculation returns the following E_tot values, one per record and in order: -722.107597; -646.984915; -703.765793; -912.672469 hartree.